[1]
A molecular structure, C36H35N5NiO2PS2Se2. Source: the Open Molecules 2025 dataset; level of theory: the ωB97M-V functional and the def2-TZVPD basis.

LUMO energy (spin up / spin down) ... -3.39 / -3.39 eV
Energy relative to the best compared isomer or geometry (same formula, charge and spin) ... 45.8 kJ/mol
E_HOMO (spin up / spin down) ... -8.2 / -8.2 eV

Structure (ORCA input):
```
! wB97M-V def2-TZVPD RIJCOSX def2/J DEFGRID3
* xyz 1 1
Ni -1.00 -0.68 -1.05
Se -4.54 -0.41 0.57
Se -3.83 0.12 -1.54
C -2.61 1.48 -0.93
C -2.97 2.81 -0.94
C -2.12 3.72 -0.33
C -0.98 3.26 0.30
C -0.69 1.91 0.26
N -1.48 1.04 -0.38
C -3.31 -1.81 0.99
C -3.74 -2.65 2.01
C -2.90 -3.65 2.46
C -1.66 -3.79 1.85
C -1.33 -2.93 0.83
N -2.13 -1.94 0.40
H -3.91 3.11 -1.38
H -2.37 4.77 -0.32
H -0.32 3.93 0.83
H 0.14 1.48 0.80
H -4.72 -2.51 2.45
H -3.21 -4.31 3.26
H -0.96 -4.55 2.16
H -0.38 -3.03 0.33
O -2.00 -2.63 -2.64
N -0.80 -2.30 -2.04
C 0.15 -3.04 -2.44
C 1.52 -3.08 -1.92
C 2.26 -4.18 -2.35
C 3.53 -4.42 -1.86
C 4.06 -3.56 -0.91
C 3.34 -2.45 -0.50
C 2.07 -2.18 -1.00
P 1.25 -0.62 -0.52
C 1.79 -0.34 1.17
C 1.69 -1.38 2.10
C 2.04 -1.16 3.42
C 2.48 0.09 3.82
C 2.58 1.12 2.91
C 2.24 0.91 1.58
C 2.10 0.64 -1.53
C 1.36 1.44 -2.39
C 1.99 2.42 -3.15
C 3.36 2.60 -3.06
C 4.10 1.80 -2.20
C 3.48 0.83 -1.44
H -2.64 -2.00 -2.27
H -0.12 -3.79 -3.18
H 1.82 -4.87 -3.06
H 4.09 -5.29 -2.19
H 5.04 -3.74 -0.50
H 3.76 -1.80 0.25
H 1.31 -2.35 1.81
H 1.93 -1.96 4.14
H 2.73 0.26 4.86
H 2.91 2.10 3.22
H 2.32 1.73 0.87
H 0.28 1.30 -2.46
H 1.40 3.06 -3.80
H 3.85 3.37 -3.64
H 5.17 1.94 -2.12
H 4.07 0.23 -0.76
C -0.13 0.21 -5.58
S -1.61 0.62 -4.67
C -2.69 -0.60 -5.39
O -1.35 0.17 -3.25
H 0.13 -0.83 -5.37
H 0.67 0.87 -5.24
H -0.32 0.36 -6.64
H -2.78 -0.39 -6.46
H -3.67 -0.50 -4.92
H -2.28 -1.59 -5.21
C -2.52 4.52 4.79
C -1.66 3.29 4.84
C -0.71 3.10 5.83
C 0.01 1.92 5.76
N -0.17 1.01 4.82
C -1.12 1.26 3.89
S -1.40 0.10 2.63
N -1.87 2.39 3.88
H -2.37 5.15 5.67
H -3.57 4.24 4.72
H -2.28 5.11 3.90
H -0.55 3.83 6.62
H 0.77 1.70 6.51
*
```

---

[2]
16 unconnected molecules or ions with the total composition C32H96O16. Source: the Open Molecules 2025 dataset; level of theory: the ωB97M-V functional and the def2-TZVPD basis.

LUMO energy ... 0.22 eV
Energy relative to the best compared isomer or geometry (same formula, charge and spin) ... 350.2 kJ/mol
E_HOMO ... -9.3 eV

Structure (ORCA input):
```
! wB97M-V def2-TZVPD RIJCOSX def2/J DEFGRID3
* xyz 0 1
C -10.34 -32.65 -8.33
C -11.26 -31.38 -8.34
O -11.27 -30.94 -9.67
H -9.37 -32.47 -8.80
H -10.79 -33.49 -8.88
H -10.09 -33.03 -7.34
H -10.76 -30.62 -7.73
H -12.27 -31.53 -7.97
H -11.96 -30.27 -9.62
C -8.23 -29.12 -9.15
C -7.72 -29.75 -7.86
O -8.55 -29.24 -6.85
H -8.18 -28.04 -9.20
H -9.25 -29.48 -9.28
H -7.60 -29.44 -9.98
H -6.73 -29.32 -7.70
H -7.67 -30.83 -7.96
H -8.49 -28.28 -6.88
C -7.74 -29.64 -3.20
C -8.04 -31.06 -3.74
O -9.10 -30.86 -4.67
H -8.57 -29.01 -2.89
H -7.21 -29.08 -3.97
H -7.05 -29.67 -2.36
H -8.50 -31.66 -2.95
H -7.21 -31.63 -4.17
H -8.78 -30.34 -5.41
C -9.26 -38.61 -5.04
C -10.47 -38.93 -5.94
O -11.39 -37.80 -5.88
H -8.60 -37.85 -5.47
H -8.63 -39.50 -5.04
H -9.59 -38.34 -4.03
H -11.05 -39.75 -5.51
H -10.19 -39.14 -6.97
H -12.20 -38.10 -6.31
C -6.38 -33.72 -6.74
C -6.48 -35.07 -6.04
O -5.24 -35.69 -5.83
H -7.36 -33.40 -7.10
H -5.80 -33.74 -7.66
H -5.90 -33.02 -6.06
H -7.12 -35.78 -6.57
H -6.89 -34.89 -5.05
H -5.42 -36.43 -5.24
C -11.07 -33.50 -4.29
C -10.49 -34.69 -5.03
O -10.95 -35.75 -4.25
H -10.59 -33.31 -3.34
H -12.15 -33.58 -4.20
H -10.90 -32.55 -4.80
H -9.40 -34.81 -5.06
H -10.82 -34.88 -6.04
H -11.03 -36.55 -4.78
C -9.50 -36.62 -8.56
C -9.10 -36.13 -9.97
O -9.56 -37.07 -10.95
H -8.83 -37.40 -8.22
H -10.54 -36.93 -8.49
H -9.33 -35.78 -7.88
H -8.04 -35.97 -10.18
H -9.62 -35.18 -10.08
H -9.51 -36.70 -11.84
C -4.93 -33.91 -2.82
C -6.19 -33.84 -1.93
O -5.93 -32.70 -1.13
H -4.78 -33.06 -3.49
H -5.07 -34.86 -3.33
H -4.07 -33.98 -2.16
H -6.32 -34.70 -1.28
H -7.12 -33.75 -2.49
H -6.75 -32.45 -0.69
C -5.74 -32.32 -11.86
C -6.94 -32.28 -10.89
O -7.73 -33.43 -11.15
H -6.09 -32.44 -12.89
H -5.00 -33.10 -11.70
H -5.19 -31.38 -11.80
H -7.54 -31.39 -11.05
H -6.66 -32.25 -9.84
H -8.62 -33.08 -11.23
C -1.04 -32.95 -5.75
C -2.47 -33.46 -5.49
O -2.50 -34.73 -6.12
H -0.93 -31.94 -5.35
H -0.81 -32.85 -6.81
H -0.34 -33.63 -5.27
H -3.26 -32.81 -5.86
H -2.66 -33.72 -4.45
H -3.41 -35.03 -6.20
C -1.81 -38.42 -3.23
C -2.27 -37.27 -4.09
O -1.22 -36.48 -4.47
H -2.59 -39.16 -3.07
H -1.52 -38.14 -2.22
H -0.94 -38.92 -3.65
H -3.04 -36.70 -3.56
H -2.78 -37.71 -4.95
H -1.58 -35.82 -5.07
C -4.83 -36.01 -10.04
C -3.51 -36.44 -9.40
O -3.13 -37.59 -10.05
H -4.67 -35.80 -11.10
H -5.25 -35.12 -9.57
H -5.56 -36.82 -10.01
H -3.61 -36.75 -8.36
H -2.71 -35.70 -9.45
H -3.74 -38.26 -9.74
C -4.34 -29.98 -4.53
C -3.04 -29.37 -4.02
O -2.35 -30.39 -3.37
H -5.04 -29.34 -5.06
H -4.91 -30.34 -3.67
H -4.22 -30.78 -5.26
H -3.21 -28.54 -3.33
H -2.39 -29.01 -4.83
H -2.78 -30.57 -2.53
C -5.91 -38.62 -7.50
C -5.87 -39.82 -8.47
O -4.71 -39.77 -9.26
H -5.81 -37.70 -8.08
H -5.08 -38.71 -6.79
H -6.82 -38.63 -6.90
H -6.76 -39.90 -9.09
H -5.80 -40.71 -7.84
H -4.17 -40.55 -9.09
C -2.90 -31.82 -9.19
C -3.00 -30.60 -8.33
O -3.88 -29.58 -8.85
H -3.87 -32.33 -9.27
H -2.18 -32.56 -8.86
H -2.64 -31.56 -10.21
H -1.99 -30.26 -8.13
H -3.31 -30.99 -7.36
H -3.71 -28.75 -8.39
C -7.38 -37.49 -2.41
C -5.81 -37.66 -2.72
O -5.68 -37.76 -4.11
H -7.75 -36.67 -3.02
H -7.52 -37.25 -1.36
H -7.83 -38.46 -2.60
H -5.39 -38.52 -2.21
H -5.34 -36.78 -2.27
H -5.82 -38.69 -4.32
*
```

---

[3]
A molecular structure, C33H31CrI2N3O4S. Source: the Open Molecules 2025 dataset; level of theory: the ωB97M-V functional and the def2-TZVPD basis.

LUMO energy (spin up / spin down) ... 2.25 / 2.26 eV
E_HOMO (spin up / spin down) ... -0.9 / -0.9 eV

Structure (ORCA input):
```
! wB97M-V def2-TZVPD RIJCOSX def2/J DEFGRID3
* xyz -2 5
Cr -12.54 -13.78 -8.76
I -21.30 -2.89 -7.14
C -20.36 -4.69 -8.10
I -13.72 -16.22 -9.54
H -21.02 -5.41 -7.58
H -19.17 -4.57 -7.84
C -19.73 -9.54 -5.01
C -18.47 -10.29 -5.60
C -18.29 -11.66 -5.69
C -17.11 -12.20 -6.24
C -16.04 -11.25 -6.31
C -16.23 -9.86 -6.35
C -17.51 -9.38 -6.12
S -14.39 -11.83 -6.71
O -13.51 -10.72 -6.37
O -14.30 -12.99 -5.98
N -14.45 -12.40 -8.19
C -14.90 -11.58 -9.32
C -16.23 -11.41 -9.37
C -16.64 -10.51 -10.48
C -15.78 -9.71 -11.11
C -14.28 -9.91 -11.04
C -13.36 -8.91 -11.73
C -12.03 -8.97 -11.34
C -11.80 -10.13 -10.48
N -12.53 -11.14 -9.99
C -13.85 -10.89 -10.12
H -20.61 -10.01 -5.46
H -19.56 -8.53 -5.31
H -19.41 -9.44 -3.77
H -19.33 -12.24 -5.55
H -17.01 -13.27 -6.43
H -15.39 -9.18 -6.51
H -17.84 -8.37 -6.19
H -16.73 -12.08 -8.60
H -17.75 -10.33 -10.60
H -16.10 -9.25 -12.20
H -13.86 -7.96 -11.61
H -11.35 -8.15 -11.39
H -10.73 -10.21 -10.23
O -11.84 -11.95 -9.16
C -9.52 -13.50 -3.35
C -10.87 -13.39 -3.69
C -11.26 -13.93 -4.84
C -10.40 -14.62 -5.62
C -9.06 -14.79 -5.30
C -8.62 -14.31 -4.05
C -10.99 -14.63 -7.03
C -10.57 -13.95 -8.05
C -9.24 -13.33 -8.29
C -8.92 -12.00 -8.18
C -7.69 -11.52 -8.51
C -6.65 -12.47 -8.71
C -6.96 -13.80 -8.77
C -8.29 -14.21 -8.69
H -9.20 -12.96 -2.41
H -11.65 -12.77 -3.08
H -12.33 -13.74 -5.10
H -8.34 -15.25 -6.00
H -7.61 -14.35 -3.84
H -12.03 -15.17 -7.14
H -9.66 -11.30 -7.94
H -7.47 -10.45 -8.40
H -5.57 -12.25 -8.78
H -6.26 -14.57 -9.03
H -8.43 -15.32 -8.84
C -10.51 -8.82 -6.13
C -10.29 -9.41 -4.73
N -9.34 -10.40 -4.57
O -10.85 -8.86 -3.84
H -11.53 -8.47 -6.28
H -10.05 -9.25 -7.00
H -10.01 -7.84 -6.01
H -9.17 -11.11 -5.30
H -9.45 -10.85 -3.68
*
```

---

[4]
A molecular structure, C28H36N6NiO2S. Source: the Open Molecules 2025 dataset; level of theory: the ωB97M-V functional and the def2-TZVPD basis.

LUMO energy (spin up / spin down) ... -5.74 / -5.82 eV
Energy relative to the best compared isomer or geometry (same formula, charge and spin) ... 3.1 kJ/mol
E_HOMO (spin up / spin down) ... -13.1 / -13.1 eV

Structure (ORCA input):
```
! wB97M-V def2-TZVPD RIJCOSX def2/J DEFGRID3
* xyz 2 3
Ni 12.47 12.00 8.05
N 7.58 15.04 8.07
C 8.33 13.94 8.08
N 9.59 13.88 7.86
C 10.22 15.07 7.56
N 11.48 15.25 7.53
N 12.37 14.18 7.53
C 13.53 14.60 7.14
C 14.68 13.66 7.15
C 15.84 13.99 6.51
C 16.90 13.15 6.59
C 16.71 11.90 7.21
C 15.51 11.63 7.85
N 14.47 12.53 7.82
C 9.44 16.30 7.25
C 10.01 17.46 6.82
C 9.18 18.56 6.68
C 7.88 18.55 7.11
C 7.34 17.36 7.61
C 8.12 16.24 7.62
H 6.61 14.95 8.34
H 7.81 13.03 8.31
H 13.68 15.63 6.92
H 15.93 14.95 5.97
H 17.89 13.43 6.19
H 17.47 11.17 7.36
H 15.37 10.72 8.31
H 11.03 17.52 6.52
H 9.63 19.49 6.29
H 7.22 19.40 7.08
H 6.32 17.32 7.92
O 12.35 12.39 10.05
C 11.72 11.54 11.08
C 10.91 10.52 10.29
C 9.65 11.04 9.63
C 9.65 10.87 8.16
C 8.54 10.31 7.52
C 8.45 10.39 6.15
C 9.43 11.06 5.42
C 10.54 11.56 6.10
N 10.66 11.41 7.43
H 12.55 13.33 10.34
H 11.13 12.22 11.77
H 12.52 11.02 11.58
H 10.60 9.75 11.00
H 11.56 10.11 9.54
H 9.51 12.11 9.77
H 8.79 10.51 10.01
H 7.83 9.82 8.11
H 7.61 9.94 5.68
H 9.28 11.22 4.35
H 11.31 12.16 5.58
C 15.17 8.92 10.06
C 14.57 7.61 9.55
C 14.15 7.64 8.09
S 12.72 8.65 7.66
O 13.15 10.09 8.02
C 12.78 8.37 5.82
C 14.05 8.78 5.09
C 14.81 7.57 4.58
H 15.54 8.77 11.05
H 14.40 9.69 10.11
H 16.01 9.28 9.43
H 13.69 7.34 10.15
H 15.26 6.77 9.63
H 13.81 6.67 7.65
H 14.94 7.94 7.40
H 11.90 8.85 5.39
H 12.63 7.31 5.82
H 14.71 9.37 5.75
H 13.79 9.44 4.29
H 15.19 6.86 5.35
H 15.64 7.79 3.92
H 14.18 6.89 3.99
*
```